Here is 2 unconnected molecules or ions with the total composition C5H14N2 from the Open Molecules 2025 dataset. Energies are from ωB97M-V/def2-TZVPD.

Calculated values
LUMO energy (spin up / spin down) = 0.8 / 0.8 eV
HOMO-LUMO gap (spin up / spin down) = 7.65 / 7.66 eV
M = 102.18 g mol⁻¹
Strongest force on any atom = 0.93 eV/A
E_tot = -308.285845 Eh
ΔE to the lowest compared entry with this formula, charge and spin = 86.1 kcal per mole

Geometry as XYZ:
```
21
Properties=species:S:1:pos:R:3:forces:R:3:nbo_charge:R:1
C -0.982 -2.589 -0.703 0.016 -0.064 0.044 -0.67
C -0.833 -1.175 -0.242 0.631 0.565 -0.074 0.33
N -0.527 -0.875 1.020 0.224 0.118 -0.118 -0.75
N -1.397 1.156 -0.823 0.271 0.016 0.225 -0.83
C -0.688 -0.074 -1.146 -0.837 -0.369 -0.128 -0.35
H 0.204 -0.075 1.009 -0.388 -0.253 -0.006 0.43
H -0.320 -1.645 1.644 -0.117 0.033 -0.068 0.38
H -0.882 1.969 -1.139 -0.101 -0.053 0.015 0.36
H -2.337 1.177 -1.201 0.182 -0.019 -0.058 0.36
H -0.714 -0.365 -2.198 -0.001 -0.071 -0.008 0.18
H -0.502 -3.296 -0.022 -0.017 0.056 -0.002 0.21
H -2.040 -2.858 -0.776 0.058 0.046 0.000 0.24
H -0.549 -2.715 -1.698 -0.038 0.075 0.035 0.24
C 1.340 1.918 1.442 -0.080 -0.043 -0.025 -0.63
C 1.613 0.930 0.310 -0.404 -0.157 -0.578 -0.75
H 2.184 2.593 1.633 -0.047 -0.057 -0.018 0.20
H 1.123 1.410 2.387 0.005 0.014 -0.009 0.19
H 0.468 2.538 1.220 0.035 -0.003 0.018 0.20
H 2.399 0.214 0.563 -0.052 -0.039 0.003 0.19
H 1.955 1.466 -0.579 0.096 0.072 0.027 0.19
H 0.485 0.296 -0.701 0.566 0.133 0.723 0.28
```
Forces are in eV/Å.